{
  "formula": "C27H22BaN2O3Te",
  "method": "the ωB97M-V functional and the def2-TZVPD basis",
  "species": ["Ba", "C", "O", "C", "C", "C", "C", "C", "C", "N", "N", "C", "O", "C", "C", "C", "C", "C", "C", "C", "O", "H", "H", "H", "H", "H", "H", "H", "H", "H", "H", "H", "H", "Te", "C", "C", "C", "C", "C", "C", "C", "C", "C", "C", "C", "C", "H", "H", "H", "H", "H", "H", "H", "H", "H", "H"],
  "positions_angstrom": [[0.04607, 0.34539, -1.20398], [-4.44452, -0.88596, -1.20214], [-4.37936, 0.26833, -0.38121], [-3.91399, -0.00966, 0.88647], [-4.81180, -0.22332, 1.90963], [-4.36242, -0.47511, 3.20496], [-3.00525, -0.52234, 3.44545], [-2.07435, -0.28286, 2.43024], [-0.64326, -0.52734, 2.70630], [0.29127, 0.04761, 2.06415], [1.57680, -0.46107, 2.27007], [2.25682, -0.51387, 1.17665], [1.80720, -0.18406, -0.00890], [3.62134, -1.11038, 1.27028], [4.23156, -1.59682, 0.12058], [5.46263, -2.23622, 0.19231], [6.09644, -2.37971, 1.41732], [5.50317, -1.86607, 2.56582], [4.27157, -1.23668, 2.49525], [-2.52186, -0.02180, 1.11308], [-1.69325, 0.14715, 0.10010], [-4.77717, -0.56321, -2.18691], [-5.15731, -1.61266, -0.80127], [-3.46439, -1.36476, -1.28395], [-5.87050, -0.18429, 1.68218], [-5.06984, -0.64106, 4.00597], [-2.63920, -0.73303, 4.44424], [-0.38307, -1.31695, 3.41563], [3.72770, -1.47660, -0.82864], [5.92356, -2.62616, -0.70659], [7.04995, -2.88881, 1.47977], [6.00277, -1.96434, 3.52139], [3.79272, -0.84195, 3.38134], [-0.26985, 2.43189, 1.00749], [-0.35932, 4.44949, 0.23777], [-0.44782, 5.51180, 1.13602], [-0.38646, 6.82653, 0.69491], [-0.24064, 7.10140, -0.65955], [-0.17105, 6.05510, -1.56677], [-0.23233, 4.74147, -1.11530], [1.80887, 2.78440, 1.29334], [2.36418, 2.73962, 2.56689], [3.73136, 2.91515, 2.74238], [4.55108, 3.14156, 1.64690], [3.99904, 3.20538, 0.37435], [2.63451, 3.02805, 0.20136], [-0.56122, 5.31053, 2.19471], [-0.45011, 7.63916, 1.40778], [-0.18686, 8.12559, -1.00600], [-0.07056, 6.26059, -2.62554], [-0.18980, 3.93736, -1.84412], [1.73044, 2.55307, 3.42484], [4.15516, 2.86934, 3.73774], [5.61747, 3.26838, 1.78199], [4.63215, 3.38658, -0.48531], [2.21324, 3.09147, -0.79670]],
  "mulliken_charge": [1.877, -0.743, -0.456, 0.537, -0.295, -0.697, -0.885, 1.020, -0.923, 0.882, -0.919, 0.316, -1.000, 0.570, -0.280, -0.610, -0.360, -0.753, -0.274, 0.138, -1.148, 0.251, 0.319, 0.215, 0.445, 0.388, 0.445, 0.354, 0.299, 0.384, 0.387, 0.383, 0.459, 0.005, 0.084, -0.178, -0.573, -0.454, -0.642, -0.100, 0.510, -0.288, -0.572, -0.526, -0.735, -0.231, 0.371, 0.380, 0.365, 0.369, 0.161, 0.356, 0.416, 0.401, 0.390, 0.169],
  "orbital_gap_ev": 6.96,
  "e_lumo_ev": -0.585,
  "relative_energy_kcal_mol": 37.54
}